[1]
Entry from OMol25: a structure of composition C14H19CdClN2 at a distorted geometry (ωB97M-V/def2-TZVPD).

Properties
Frontier orbital gap (alpha / beta): 7.40 / 6.84 eV

The geometry in ORCA input format:
```
! RIJCOSX wB97M-V def2-TZVPD def2/J DEFGRID3
* xyz 0 1
C -2.95401 -0.95861 2.06166
C -2.11396 1.30819 -1.45016
H -2.52699 -1.94537 2.20659
H -4.01931 -1.06823 1.79375
H -2.87808 -0.36128 2.96600
H -1.39719 0.87009 -2.14429
H -3.12791 1.08761 -1.83199
H -1.99678 2.39485 -1.39344
C -0.14924 -2.82170 0.47920
C 0.76337 -3.88437 0.38260
C 1.95458 -3.65215 -0.30524
C 2.20712 -2.37528 -0.80318
H -1.09460 -2.97354 1.00595
H 0.52378 -4.84532 0.84017
H 2.67415 -4.45686 -0.45122
H 3.12928 -2.14765 -1.32406
N 0.07744 -1.60749 -0.02801
C 1.25670 -1.34731 -0.62701
C 1.55682 0.04797 -1.06660
N 0.75785 1.02697 -0.61953
C 0.90033 2.27727 -1.05317
C 2.83927 1.69186 -2.32766
C 1.93603 2.67387 -1.91056
H 0.14069 2.99056 -0.73036
H 1.99608 3.71887 -2.20880
C 2.64612 0.36910 -1.91172
H 3.32591 -0.41905 -2.21862
H 3.68209 1.96001 -2.96580
Cd -2.18041 0.28821 0.47024
C -1.93154 2.47413 1.26828
H -2.63448 3.09983 0.70220
H -0.90044 2.81425 1.12947
H -2.17305 2.43198 2.33227
Cl 0.03527 -0.97726 3.05263
C -0.32324 0.45690 2.23945
H -0.42532 1.25298 2.98082
H 0.42366 0.60598 1.46013
*
```

Löwdin population analysis, charges in e, atoms 1 to 6: C -0.3396; C -0.2900; H -0.0820; H -0.0612; H -0.0591; H -0.0431

[2]
Entry from OMol25: a structure of composition C14H19ClMgNO5PSi at a distorted geometry (ωB97M-V/def2-TZVPD).

Properties
Frontier orbital gap: 3.10 eV

The geometry in ORCA input format:
```
! RIJCOSX wB97M-V def2-TZVPD def2/J DEFGRID3
* xyz 2 1
C 2.35296 -2.10100 2.15235
Si 2.12623 -1.52939 0.30895
C 2.67384 -2.88932 -0.91814
C 3.43518 -0.11022 0.08503
C 0.30816 -0.92683 0.10698
C -0.83630 -1.85231 -0.45051
Cl -0.52288 -3.63094 -0.90144
C -2.29542 -1.36337 -0.65809
C -2.68997 0.10102 -0.31017
C -1.64090 1.04580 0.28663
P -2.15145 2.80422 0.75718
O -2.04770 2.96048 2.48555
O -3.77304 3.14798 0.41164
C -0.15904 0.53476 0.49425
C 0.82987 1.62846 1.13572
C 1.49653 2.61902 0.05531
C 0.80428 2.62026 -1.38677
O 1.15997 1.45450 -2.20856
C -4.20484 0.17818 -0.72082
O -4.95285 1.03031 -1.19484
N -4.65923 -1.23524 -0.48246
C -3.63415 -2.04130 -1.18791
O -3.86259 -3.03681 -1.97149
H 2.12128 -1.19978 2.82203
H 1.70233 -3.00364 2.39398
H 3.48068 -2.30388 2.27849
H 3.81726 -3.00839 -0.90946
H 2.24706 -2.73941 -1.96916
H 2.23436 -3.89169 -0.54423
H 3.65374 0.44537 1.05656
H 4.40394 -0.65180 -0.23330
H 3.16291 0.57554 -0.78736
H -1.61486 2.16803 2.87217
H -4.40619 2.66184 0.98968
H 0.29665 2.30011 1.90840
H 1.68828 1.14358 1.73658
H 2.62121 2.45529 -0.08138
H 1.39363 3.69381 0.46289
H -0.32526 2.77180 -1.37919
H 1.23519 3.52916 -1.95719
H 1.96826 1.72296 -2.69650
H -4.83216 -1.49220 0.49813
Mg -2.60494 -4.58492 -2.34952
*
```

Löwdin population analysis, charges in e, atoms 1 to 6: C -0.1891; Si 0.5305; C -0.2309; C -0.1900; C -0.1083; C -0.3837

[3]
Entry from OMol25: an isolated molecule of C14H19ClO6S2 at a distorted geometry (ωB97M-V/def2-TZVPD).

Properties
Frontier orbital gap: 8.44 eV
SMILES: CC(C)OC(=O)C(C(=O)OC(C)C)=C1SC[C@H](OC(=O)CCl)S1

The geometry in ORCA input format:
```
! RIJCOSX wB97M-V def2-TZVPD def2/J DEFGRID3
* xyz 0 1
C 1.78046 2.27424 3.33624
C 1.17601 2.65810 1.97879
C -0.08662 3.45879 2.30012
O 0.97472 1.45541 1.32025
C 1.14130 1.62250 -0.01964
O 2.08713 2.11615 -0.57901
C 0.20425 0.93450 -1.02947
C -1.25310 1.03283 -0.64918
O -1.70992 2.12206 -0.47901
O -1.96169 -0.12294 -0.63367
C -3.29950 -0.08930 -0.21030
C -3.28155 0.11321 1.35107
C -4.13243 -1.29582 -0.50801
C 0.72643 0.17011 -2.17820
S -0.30723 -0.58460 -3.43930
C 0.93920 -1.71353 -3.92692
C 1.97358 -1.86051 -2.96925
O 1.69820 -2.63009 -1.87651
C 2.79122 -2.98982 -1.07140
O 3.98113 -3.02429 -1.44736
C 2.57788 -3.51487 0.38276
Cl 1.02651 -3.03817 1.10884
S 2.45019 -0.14096 -2.50623
H 1.92399 3.00482 4.04069
H 1.09584 1.59122 3.77998
H 2.70777 1.69820 3.23813
H 1.58797 3.48534 1.35104
H -0.72842 2.85759 2.97880
H -0.57028 3.83315 1.40007
H 0.14841 4.31935 2.89885
H -3.66355 0.89630 -0.60338
H -2.35292 -0.34158 1.84129
H -4.14759 -0.34813 1.82573
H -3.25167 1.11793 1.71308
H -5.17907 -1.17562 -0.09329
H -3.61343 -2.14825 0.03073
H -4.13671 -1.44665 -1.57859
H 0.42310 -2.64903 -3.98698
H 1.34428 -1.44571 -5.00218
H 2.76150 -2.42247 -3.40457
H 3.42263 -3.08716 0.99308
H 2.73199 -4.69235 0.32292
*
```

Löwdin population analysis, charges in e, atoms 1 to 6: C -0.0227; C -0.4327; C -0.0517; O 0.0500; C -0.4229; O 0.0983

[4]
Entry from OMol25: a cluster of 2 separate species, C14H19N3O4 in total at a distorted geometry (ωB97M-V/def2-TZVPD).

Properties
Frontier orbital gap: 8.90 eV
SMILES: CNC(=O)[C@@H]1CCCN1C(C)=O.O=C(O)c1ccccn1

The geometry in ORCA input format:
```
! RIJCOSX wB97M-V def2-TZVPD def2/J DEFGRID3
* xyz 0 1
C -3.26859 1.82785 -2.14359
N -2.38413 0.82202 -1.55968
C -1.22133 0.43461 -2.09790
O -0.77879 0.91732 -3.13699
C -0.45182 -0.65108 -1.32710
C 0.49945 -0.03379 -0.29564
C 1.81029 0.08901 -1.07038
C 1.80502 -1.17361 -1.92978
N 0.40438 -1.47151 -2.18778
C 0.00703 -2.36168 -3.11667
C -1.47889 -2.60239 -3.32542
O 0.79998 -3.01461 -3.78631
H -4.26011 1.76442 -1.69252
H -3.35511 1.66580 -3.22031
H -2.85526 2.82350 -1.97457
H -2.67102 0.38831 -0.69651
H -1.16760 -1.28662 -0.80569
H 0.63512 -0.72862 0.53493
H 0.15157 0.93316 0.07043
H 2.67450 0.12634 -0.40716
H 1.77671 0.97113 -1.71255
H 2.25491 -2.00122 -1.37912
H 2.34827 -1.00048 -2.86004
H -1.60073 -3.43834 -4.01301
H -1.95181 -2.84787 -2.37731
H -1.92846 -1.71271 -3.76278
O 2.32013 -1.74466 3.55848
C 1.26747 -1.24982 3.94352
O 0.28595 -1.99568 4.52297
C 1.04995 0.22312 3.74927
C 1.90216 0.95838 2.89652
C 1.70092 2.32181 2.69009
C 0.64559 2.93130 3.36178
C -0.16628 2.16965 4.20358
N 0.02897 0.85495 4.38097
H 0.63126 -2.89948 4.56836
H 2.72443 0.45533 2.39620
H 2.35317 2.89153 2.03197
H 0.44855 3.99155 3.24321
H -0.98581 2.65308 4.72653
*
```

Löwdin population analysis, charges in e, atoms 1 to 6: C -0.0555; N 0.0184; C -0.4736; O 0.0684; C -0.2025; C -0.1232